C3H8O | wB97M-V/def2-TZVPD

Atoms and positions in Å:
O  -2.9939  0.9334  -0.1368
C  -2.9843  -0.0371  -0.8159
C  0.7656  0.0205  0.5581
C  2.2792  0.0392  0.2754
H  -2.9845  -1.0781  -0.4028
H  0.2752  -0.9188  0.2621
H  0.5491  0.1450  1.6380
H  -3.2008  -0.0516  -1.9095
H  0.2602  0.7792  -0.0587
H  2.6296  -0.9057  -0.1891
H  2.8470  0.2206  1.2224
H  2.5577  0.8535  -0.4431

Properties
net charge: +1
⟨S²⟩: 0.759
multiplicity: 2
energy: -193.89728 a.u.
highest occupied orbital energy (spin up / spin down): -14.8 / -14.8 eV
energy above the lowest of the compared OMol25 structures with the same formula, charge and spin: 209.3 kJ/mol
F_max: 1.02 eV Å⁻¹
gap between HOMO and LUMO (spin up / spin down): 7.0 / 3.6 eV
LUMO energy (spin up / spin down): -7.80 / -11.23 eV